{
  "formula": "C45H77BBrClF18N4O15PSSi",
  "method": "ωB97M-V/def2-TZVPD",
  "total_charge": 1,
  "homo_ev": -10.85,
  "multiplicity": 1,
  "e_lumo_ev": -2.8240,
  "symbols": ["C", "B", "O", "C", "S", "N", "C", "C", "P", "O", "C", "C", "C", "N", "Si", "C", "C", "C", "N", "Cl", "C", "C", "C", "C", "Br", "C", "C", "C", "C", "N", "C", "C", "C", "O", "H", "H", "H", "H", "H", "H", "H", "H", "H", "H", "H", "H", "H", "H", "H", "H", "H", "H", "H", "H", "H", "H", "H", "H", "H", "H", "H", "H", "H", "H", "H", "H", "H", "H", "H", "H", "H", "H", "H", "H", "H", "H", "H", "H", "H", "H", "H", "C", "C", "O", "C", "O", "C", "F", "F", "F", "H", "H", "H", "H", "H", "C", "C", "O", "C", "O", "C", "F", "F", "F", "H", "H", "H", "H", "H", "C", "C", "O", "C", "O", "C", "F", "F", "F", "H", "H", "H", "H", "H", "C", "C", "O", "C", "O", "C", "F", "F", "F", "H", "H", "H", "H", "H", "C", "C", "O", "C", "O", "C", "F", "F", "F", "H", "H", "H", "H", "H", "C", "C", "O", "C", "O", "C", "F", "F", "F", "H", "H", "H", "H", "H"],
  "xyz": [[4.295277, 3.283011, 0.493269], [3.624552, 3.182882, -1.012290], [3.827685, 4.338221, -1.827947], [2.755205, 1.845216, -1.461481], [1.342188, 2.013878, -0.191772], [3.432819, 0.577195, -0.999560], [4.842705, 0.349368, -1.418994], [2.592354, -0.698618, -1.250570], [2.169385, -1.365108, 0.451555], [1.684950, -2.801328, 0.577530], [1.513657, -0.623233, -2.397642], [-0.034275, -0.572079, -2.105543], [-0.771298, -1.480400, -1.038636], [-0.728231, -2.954346, -1.210654], [1.826443, -2.266980, -3.470099], [2.250243, -3.803803, -2.355414], [0.307814, -2.903666, -4.430869], [3.435720, -2.102076, -4.551410], [1.861454, 0.429670, -3.382387], [1.095293, 0.305187, -4.895156], [2.258339, 1.813718, -2.975070], [3.529945, 2.094968, -3.973690], [3.487022, 3.451806, -4.803019], [5.019986, 3.759674, -5.253730], [5.111931, 5.736825, -5.640661], [1.019450, 2.752649, -3.347967], [0.852860, 4.196762, -2.728943], [-0.734602, 4.553872, -2.853285], [-1.131433, 5.918873, -2.131282], [-0.556530, 6.093914, -0.766340], [-1.498620, 5.720871, 0.323763], [0.051389, 7.413485, -0.561066], [1.534427, 7.519754, 0.061025], [-0.552380, 8.487657, -0.810206], [3.767701, 2.587297, 1.227756], [5.377533, 2.884989, 0.416004], [4.326532, 4.371464, 0.842320], [3.290256, 5.104952, -1.517033], [1.240480, 3.341646, 0.186464], [3.487506, 0.700705, 0.039587], [5.608590, 1.136738, -1.139359], [4.930507, 0.162808, -2.552050], [5.264025, -0.613440, -0.939284], [3.405482, -1.432456, -1.627325], [1.203001, -0.531000, 1.140673], [3.380926, -1.245072, 1.249065], [-0.676411, -0.720774, -3.054901], [-0.347434, 0.499692, -1.797290], [-0.580173, -1.206346, 0.066224], [-1.894954, -1.209642, -1.157736], [-0.808609, -3.368708, -0.274083], [-1.562049, -3.259516, -1.746761], [1.323787, -4.366695, -2.017468], [2.997282, -3.572308, -1.532056], [2.799059, -4.522017, -3.084354], [0.255853, -2.407050, -5.453424], [-0.678677, -2.784074, -3.882595], [0.455823, -4.026703, -4.627610], [4.308791, -2.321688, -3.835019], [3.398340, -2.902802, -5.363229], [3.588125, -1.045944, -4.954252], [4.540815, 2.079781, -3.450119], [3.646042, 1.257812, -4.759399], [3.142196, 4.377578, -4.258452], [2.927568, 3.270946, -5.789538], [5.338380, 3.132933, -6.153736], [5.740385, 3.618106, -4.368522], [0.040710, 2.192512, -3.100194], [0.894928, 2.961570, -4.476210], [1.086614, 4.363213, -1.638675], [1.360582, 5.055022, -3.309399], [-1.264307, 3.710161, -2.265159], [-1.115141, 4.451798, -3.926345], [-0.796264, 6.807114, -2.760694], [-2.278697, 5.899944, -2.006337], [-0.906298, 5.456834, 1.279389], [-2.133616, 4.810212, 0.089559], [-2.145342, 6.627639, 0.628964], [1.701084, 6.773105, 0.915169], [1.776393, 8.589489, 0.391955], [2.281250, 7.209951, -0.763126], [11.204429, 3.724297, -4.915919], [10.118067, 3.572085, -5.962318], [9.585758, 2.236838, -5.952682], [8.662203, 1.978274, -5.011188], [8.274574, 2.778745, -4.200598], [8.148385, 0.547566, -5.146698], [9.140714, -0.342368, -5.328043], [7.316245, 0.413484, -6.199290], [7.462123, 0.138076, -4.060866], [11.978410, 2.964731, -5.052069], [11.663796, 4.712775, -4.976865], [10.802480, 3.592062, -3.908563], [10.542102, 3.733438, -6.955964], [9.322669, 4.309219, -5.828212], [-4.620609, -2.418554, 3.076471], [-5.398241, -3.540836, 2.417527], [-5.711250, -3.207657, 1.056236], [-4.728825, -3.409733, 0.160327], [-3.637680, -3.836507, 0.433185], [-5.209835, -3.061633, -1.245483], [-5.883758, -1.895819, -1.286342], [-6.040614, -4.001286, -1.735856], [-4.196867, -2.947276, -2.125874], [-5.162406, -1.473006, 2.989855], [-4.450816, -2.633770, 4.133563], [-3.650834, -2.274814, 2.593596], [-6.350167, -3.678518, 2.935856], [-4.861039, -4.490589, 2.473806], [4.658985, -10.791328, -3.354175], [4.955250, -9.625269, -2.431783], [5.005571, -8.393423, -3.169196], [3.817078, -7.823897, -3.445756], [2.754080, -8.280683, -3.121913], [4.019056, -6.504099, -4.184913], [4.927665, -6.597216, -5.174745], [4.455530, -5.526069, -3.357682], [2.889393, -6.047142, -4.754445], [5.379750, -10.824766, -4.175151], [4.699935, -11.735996, -2.808333], [3.668141, -10.695545, -3.804294], [5.939680, -9.759249, -1.977365], [4.230409, -9.561661, -1.616728], [-5.081087, 8.771346, 2.999969], [-5.793249, 8.174424, 4.197905], [-6.132697, 6.799870, 3.954856], [-5.143978, 5.906361, 4.145244], [-4.028513, 6.191901, 4.491922], [-5.653930, 4.488658, 3.901239], [-6.396743, 4.391362, 2.781044], [-6.432586, 4.054099, 4.913687], [-4.658935, 3.592980, 3.773213], [-5.678633, 8.642239, 2.093898], [-4.894516, 9.836207, 3.152257], [-4.123773, 8.275068, 2.823355], [-6.733399, 8.704667, 4.366082], [-5.200207, 8.273468, 5.110120], [-9.856699, 0.825733, 5.573995], [-8.413988, 0.489578, 5.896176], [-8.310234, -0.836610, 6.438430], [-8.304142, -1.837738, 5.538900], [-8.382839, -1.679136, 4.349808], [-8.139130, -3.183558, 6.239160], [-8.930220, -3.304466, 7.322177], [-6.872365, -3.372540, 6.668529], [-8.430384, -4.224355, 5.440822], [-10.490169, 0.682628, 6.453065], [-9.946578, 1.860466, 5.237238], [-10.247751, 0.172529, 4.790404], [-8.042256, 1.172967, 6.663226], [-7.768268, 0.604714, 5.022201], [-6.966830, -6.417510, 9.400271], [-5.715162, -5.864385, 8.747795], [-4.677288, -5.673367, 9.721426], [-3.972614, -6.772737, 10.054790], [-4.166701, -7.866599, 9.596616], [-2.875789, -6.418643, 11.055249], [-3.318493, -5.616722, 12.043906], [-1.851872, -5.768170, 10.464179], [-2.349193, -7.501269, 11.650383], [-7.282725, -5.778513, 10.228872], [-7.781540, -6.487673, 8.676470], [-6.787715, -7.411895, 9.815789], [-5.930082, -4.882849, 8.320617], [-5.370567, -6.503004, 7.930743]],
  "forces_ev_per_a": [[0.104, -0.956, -0.476], [1.041, 1.785, 0.548], [-1.634, -1.565, 0.993], [-0.621, 1.921, -0.580], [-0.366, -0.014, -0.162], [0.007, 0.165, 0.815], [2.639, -1.371, -1.456], [1.066, -0.780, -0.900], [-1.945, -3.487, 1.777], [1.018, 2.475, -0.690], [-1.383, -0.813, -1.105], [-1.840, 1.143, 0.955], [-1.992, 0.323, 0.645], [-0.268, 0.386, 0.077], [0.203, -2.453, 0.325], [0.619, -0.576, -0.917], [-0.377, -0.267, -1.010], [0.231, 0.572, 0.641], [1.339, -0.077, 1.863], [0.111, 0.042, 0.248], [0.365, -0.106, -2.307], [0.492, 0.659, -0.563], [1.620, -0.330, -1.066], [-0.620, -0.218, 0.960], [0.149, -1.210, -0.098], [-1.084, 1.117, 0.241], [-1.605, 1.512, -0.616], [0.442, -1.089, 1.511], [-0.883, 0.178, -0.804], [0.445, -0.059, -0.313], [0.212, 0.523, 1.789], [-0.777, 3.261, 0.509], [-0.130, -0.740, -0.485], [1.925, -3.872, 0.482], [0.717, 1.182, -0.608], [-1.441, 0.845, 0.141], [-0.020, -1.652, -0.330], [0.902, -0.599, -0.273], [0.652, -0.755, -0.626], [-0.071, 0.082, -0.799], [-1.510, -0.435, -0.214], [-0.489, 0.403, 1.761], [-1.095, 1.440, -0.497], [-1.340, 0.957, 0.753], [1.003, 0.131, -0.803], [-0.342, 0.682, -0.895], [1.661, 0.104, 1.121], [0.659, -1.525, -0.357], [0.153, -0.380, -1.786], [1.740, 0.203, 0.186], [0.155, 0.025, -0.701], [0.764, 0.276, 0.633], [1.263, 1.070, 0.020], [-1.094, -0.609, -0.712], [-1.168, 1.649, 1.356], [-0.192, -0.599, 1.238], [1.287, -0.115, -0.752], [-0.126, 1.586, 0.415], [-1.068, 0.138, -1.170], [0.184, 1.185, 1.018], [-0.162, -1.570, 0.182], [-1.378, 0.107, -0.157], [-0.567, 1.108, 1.411], [0.171, -1.440, -0.555], [0.451, 0.533, 1.617], [-0.358, 1.166, 1.201], [-1.075, 0.187, -1.506], [1.711, 0.649, -0.096], [0.806, -0.778, 1.698], [-0.136, -0.455, -1.218], [-0.322, -1.588, 0.769], [0.646, 1.174, -0.869], [0.581, 0.542, 1.431], [-0.687, -1.129, 0.723], [1.653, 0.389, -0.606], [-0.801, 0.345, -1.429], [0.856, 1.266, -0.074], [0.599, -1.469, -0.652], [-0.436, 1.091, -1.119], [-0.579, -1.676, -0.558], [-1.131, 0.555, 1.099], [-0.025, -0.258, 0.297], [0.540, 0.820, -0.033], [-0.980, -0.785, 0.477], [1.010, 1.659, -0.459], [-0.274, -0.849, -0.120], [-0.270, -1.857, -0.330], [-0.164, 0.640, 0.147], [0.214, 0.496, 0.292], [0.172, 0.580, -0.095], [-0.021, 0.131, -0.120], [-0.067, -0.079, -0.055], [-0.021, 0.125, -0.092], [-0.180, -0.350, 0.048], [-0.067, -0.257, 0.106], [0.195, 0.242, -0.221], [0.072, -0.055, 0.917], [0.335, -0.117, -1.158], [-0.005, -0.368, 1.881], [-0.372, 0.310, -0.750], [-0.767, 0.468, -1.693], [0.343, -0.319, 0.392], [0.373, 0.080, 0.531], [0.023, -0.140, 0.651], [-0.089, -0.134, 0.098], [-0.057, -0.032, -0.083], [-0.030, -0.128, 0.090], [-0.049, 0.098, -0.384], [0.041, 0.140, -0.256], [-0.193, 0.085, -0.320], [0.086, -0.835, 0.319], [-0.520, 1.005, -0.343], [0.192, -1.655, 1.050], [0.365, 0.791, -0.480], [0.351, 1.361, -1.186], [-0.249, -0.326, 0.454], [0.280, -0.835, -0.044], [0.190, -0.563, 0.384], [0.052, -0.032, 0.166], [0.026, 0.108, -0.001], [0.034, -0.034, 0.152], [-0.038, 0.329, -0.196], [-0.061, 0.174, -0.221], [0.177, -0.245, -0.225], [0.120, 0.880, -0.011], [0.293, -1.142, 0.149], [0.116, 1.910, 0.309], [-0.488, -0.774, -0.260], [-0.622, -1.763, -0.443], [0.301, 0.425, 0.286], [0.299, 0.503, -0.073], [-0.032, 0.701, 0.149], [-0.058, 0.111, 0.128], [-0.055, -0.091, 0.027], [-0.029, 0.097, 0.124], [-0.036, -0.378, -0.054], [0.022, -0.253, -0.127], [-0.229, -0.296, -0.085], [-0.216, 0.862, -0.177], [0.249, -1.129, -0.206], [-0.083, 1.889, -0.363], [0.148, -0.739, 0.558], [-0.183, -1.738, 0.876], [0.171, 0.423, -0.425], [-0.151, 0.466, -0.321], [0.112, 0.749, -0.086], [0.123, 0.127, -0.003], [0.065, -0.073, 0.052], [0.105, 0.116, -0.015], [0.031, -0.373, 0.096], [-0.084, -0.263, 0.043], [0.042, -0.209, 0.301], [-0.709, -0.003, -0.418], [0.908, -0.359, 0.438], [-1.338, -0.019, -1.251], [0.546, 0.475, 0.592], [1.292, 0.292, 1.436], [-0.224, -0.243, -0.495], [-0.493, -0.193, -0.251], [-0.513, 0.178, -0.554], [-0.006, 0.062, -0.166], [0.088, 0.045, 0.021], [-0.008, 0.041, -0.153], [0.292, -0.019, 0.275], [0.130, -0.062, 0.245]],
  "lowdin_charge": [-0.033, -0.474, 0.085, -0.421, 0.901, -0.159, -0.003, -0.302, 0.766, -0.421, -0.448, -0.200, -0.281, -0.005, 0.562, -0.191, -0.204, -0.181, -0.516, 0.840, -0.362, -0.130, -0.272, -0.556, 0.559, -0.181, -0.208, -0.161, -0.183, -0.180, -0.081, -0.391, -0.007, 0.058, 0.056, 0.088, 0.093, 0.110, -0.059, 0.104, 0.122, 0.123, 0.140, 0.105, 0.014, 0.049, 0.106, 0.084, 0.095, 0.122, 0.072, 0.070, 0.047, 0.027, 0.020, 0.027, 0.029, 0.060, 0.042, 0.058, 0.005, 0.094, 0.109, 0.058, 0.126, 0.082, 0.053, 0.102, 0.118, 0.049, 0.125, 0.111, 0.129, 0.133, 0.134, 0.095, 0.098, 0.105, 0.079, 0.097, 0.077, -0.058, -0.195, 0.032, -0.374, 0.144, -0.514, 0.168, 0.158, 0.138, 0.086, 0.087, 0.076, 0.130, 0.126, -0.058, -0.194, 0.034, -0.370, 0.153, -0.515, 0.159, 0.167, 0.144, 0.083, 0.083, 0.072, 0.122, 0.129, -0.060, -0.203, 0.023, -0.370, 0.172, -0.509, 0.163, 0.122, 0.145, 0.085, 0.085, 0.078, 0.127, 0.127, -0.060, -0.200, 0.025, -0.374, 0.163, -0.517, 0.156, 0.155, 0.153, 0.085, 0.086, 0.070, 0.129, 0.127, -0.057, -0.203, 0.027, -0.373, 0.161, -0.514, 0.161, 0.144, 0.159, 0.086, 0.084, 0.079, 0.127, 0.123, -0.056, -0.204, 0.024, -0.371, 0.169, -0.518, 0.156, 0.155, 0.162, 0.086, 0.082, 0.079, 0.105, 0.128]
}